1.
ORCA calculation (ωB97M-V with the def2-TZVPD basis set) on an isolated molecule of C25H36O5.

Summary:
highest occupied orbital energy	-8.73	eV
SMILES	CC(=O)[C@H]1CC[C@@H]2[C@@H]3CC=C4C[C@@H](OC(=O)CCC(=O)O)CC[C@]4(C)[C@H]3CC[C@]12C
energy relative to the best compared isomer or geometry (same formula, charge and spin)	0.212	eV

ORCA input file:
```
! RIJCOSX wB97M-V def2-TZVPD def2/J DEFGRID3
* xyz 0 1
C -6.931 -1.163 -1.010
C -5.678 -1.470 -0.228
O -5.292 -2.598 -0.051
C -4.969 -0.254 0.341
C -4.554 -0.520 1.800
C -3.075 -0.938 1.772
C -2.665 -0.966 0.291
C -1.187 -0.666 -0.005
C -0.286 -1.688 0.706
C 1.025 -1.144 1.170
C 1.471 0.081 0.937
C 2.714 0.592 1.614
C 3.480 1.622 0.790
O 4.059 0.990 -0.368
C 5.192 0.318 -0.197
O 5.803 0.255 0.837
C 5.618 -0.358 -1.487
C 6.943 -1.083 -1.281
C 6.796 -2.114 -0.183
O 5.800 -2.743 0.048
O 7.935 -2.284 0.492
C 2.580 2.766 0.311
C 1.085 2.472 0.471
C 0.699 1.042 0.060
C 1.081 0.810 -1.409
C -0.810 0.787 0.319
C -1.736 1.718 -0.466
C -3.200 1.460 -0.119
C -3.631 0.014 -0.396
C -3.748 -0.227 -1.900
H -6.736 -0.400 -1.759
H -7.311 -2.063 -1.486
H -7.684 -0.777 -0.325
H -5.629 0.613 0.260
H -5.173 -1.308 2.229
H -4.699 0.377 2.402
H -2.949 -1.918 2.228
H -2.466 -0.229 2.331
H -2.881 -1.968 -0.095
H -1.064 -0.794 -1.084
H -0.113 -2.545 0.048
H -0.795 -2.079 1.590
H 1.604 -1.818 1.789
H 2.432 1.071 2.557
H 3.378 -0.240 1.856
H 4.316 2.005 1.390
H 4.835 -1.073 -1.750
H 5.686 0.386 -2.280
H 7.239 -1.600 -2.195
H 7.734 -0.391 -0.995
H 7.813 -2.930 1.206
H 2.811 2.957 -0.737
H 2.818 3.673 0.869
H 0.540 3.198 -0.133
H 0.796 2.623 1.513
H 2.156 0.889 -1.529
H 0.605 1.546 -2.052
H 0.791 -0.185 -1.731
H -0.972 0.966 1.388
H -1.581 1.578 -1.536
H -1.514 2.760 -0.232
H -3.347 1.685 0.938
H -3.833 2.142 -0.693
H -4.041 -1.254 -2.106
H -4.487 0.441 -2.338
H -2.798 -0.045 -2.395
*
```

=====

2.
ORCA calculation (ωB97M-V with the def2-TZVPD basis set) on an isolated molecule of C15H19FN2O3.

Summary:
highest occupied orbital energy	-8.30	eV
SMILES	CCOC(=O)N1CCN(c2ccc(C(C)=O)cc2F)CC1

ORCA input file:
```
! RIJCOSX wB97M-V def2-TZVPD def2/J DEFGRID3
* xyz 0 1
C -2.807 -3.552 0.057
C -2.706 -2.453 1.005
O -2.801 -1.368 0.172
C -2.596 -0.205 1.149
O -2.377 -0.312 2.441
N -2.637 1.067 0.276
C -2.088 2.269 0.882
C -1.099 2.904 -0.111
N -0.336 1.554 -0.851
C 0.862 1.262 -0.356
C 1.498 0.319 -1.434
C 2.652 -0.281 -0.902
C 3.401 -0.185 0.242
C 4.549 -0.512 0.721
C 5.236 -1.515 -0.245
O 5.203 -0.218 1.672
C 2.693 0.765 1.187
C 1.620 1.497 0.758
F 0.944 2.221 1.908
C -1.236 1.007 -1.561
C -2.727 1.054 -1.169
H -1.957 -3.482 -0.366
H -2.915 -4.471 0.488
H -3.836 -3.327 -0.587
H -3.602 -2.393 1.602
H -1.933 -2.543 1.642
H -2.779 2.938 1.163
H -1.631 2.162 1.944
H -0.218 3.617 0.551
H -1.460 3.457 -0.920
H 0.987 0.129 -2.163
H 3.212 -0.714 -1.811
H 6.229 -1.769 -0.246
H 5.589 -1.031 -1.367
H 4.640 -2.584 -0.617
H 3.151 1.004 1.969
H -0.948 0.115 -1.776
H -1.297 1.444 -2.623
H -3.190 2.035 -1.306
H -3.291 0.096 -1.418
*
```

=====

3.
ORCA calculation (ωB97M-V with the def2-TZVPD basis set) on a cluster of 15 separate species, C69H84N12O3 in total.

Summary:
highest occupied orbital energy	-9.29	eV

ORCA input file:
```
! RIJCOSX wB97M-V def2-TZVPD def2/J DEFGRID3
* xyz 0 1
C 0.292 -3.257 -5.215
C 0.529 -1.856 -5.611
C 0.206 -1.663 -7.066
O -0.404 -1.028 -4.814
H 0.375 -3.122 -4.161
H 0.979 -3.955 -5.672
H -0.726 -3.571 -5.497
H 1.531 -1.553 -5.314
H 0.723 -2.406 -7.638
H 0.525 -0.600 -7.313
H -0.825 -1.794 -7.343
H 0.112 -0.306 -4.390
C 0.071 -0.016 5.174
C -1.070 0.153 6.137
C -1.997 1.354 5.901
O -1.844 -1.029 6.017
H -0.362 -0.350 4.190
H 0.740 -0.721 5.622
H 0.637 0.868 4.834
H -0.745 0.298 7.162
H -2.591 1.142 4.974
H -1.334 2.228 5.670
H -2.702 1.606 6.675
H -1.186 -1.755 5.912
C 3.673 -1.169 -2.026
C 4.203 -1.579 -0.650
C 4.065 -3.079 -0.409
O 5.546 -1.161 -0.381
H 3.968 -0.163 -2.208
H 2.618 -1.265 -1.978
H 4.000 -1.875 -2.803
H 3.652 -1.085 0.193
H 4.357 -3.720 -1.242
H 3.003 -3.333 -0.204
H 4.640 -3.500 0.427
H 6.143 -1.763 -0.843
N 0.623 -0.883 1.677
C 0.188 0.284 1.200
C -0.309 0.470 -0.059
C -0.198 -0.559 -0.955
C 0.474 -1.724 -0.549
C 0.822 -1.858 0.790
H 0.092 1.095 1.889
H -0.717 1.443 -0.414
H -0.647 -0.432 -1.946
H 0.621 -2.606 -1.172
H 1.139 -2.789 1.280
N -4.060 -0.954 -2.993
C -3.365 -0.912 -4.126
C -3.918 -1.157 -5.401
C -5.306 -1.359 -5.365
C -6.051 -1.314 -4.204
C -5.389 -1.096 -3.007
H -2.300 -0.632 -4.038
H -3.339 -1.153 -6.297
H -5.804 -1.708 -6.255
H -7.139 -1.551 -4.199
H -5.907 -0.976 -2.057
N -3.931 2.953 1.932
C -3.219 2.363 0.955
C -3.731 2.240 -0.328
C -4.945 2.770 -0.601
C -5.662 3.468 0.311
C -5.111 3.466 1.598
H -2.262 2.039 1.314
H -3.132 1.896 -1.202
H -5.290 2.779 -1.652
H -6.608 4.034 0.169
H -5.656 3.954 2.416
N 0.468 3.152 3.096
C 1.762 3.392 3.022
C 2.308 4.691 3.056
C 1.447 5.779 3.083
C 0.031 5.557 3.153
C -0.380 4.230 3.199
H 2.458 2.559 2.903
H 3.361 4.788 3.095
H 1.816 6.800 3.157
H -0.643 6.363 3.223
H -1.435 4.006 3.224
N 4.498 -0.749 3.080
C 3.414 -1.456 3.488
C 3.480 -2.781 3.837
C 4.682 -3.488 3.699
C 5.761 -2.726 3.229
C 5.668 -1.405 3.039
H 2.432 -0.991 3.380
H 2.562 -3.255 4.105
H 4.718 -4.547 3.840
H 6.698 -3.260 3.142
H 6.524 -0.874 2.656
N -3.305 -3.721 2.035
C -3.557 -3.583 0.755
C -3.586 -2.313 0.125
C -3.302 -1.191 0.902
C -3.077 -1.351 2.241
C -3.113 -2.622 2.797
H -3.684 -4.535 0.192
H -3.674 -2.262 -0.951
H -3.278 -0.210 0.504
H -2.835 -0.472 2.803
H -2.843 -2.806 3.808
N -0.598 2.341 -3.349
C -1.520 2.758 -4.176
C -1.223 2.936 -5.540
C 0.102 2.857 -5.940
C 1.103 2.618 -5.063
C 0.661 2.324 -3.799
H -2.486 3.013 -3.805
H -1.959 3.168 -6.311
H 0.331 2.997 -6.954
H 2.176 2.695 -5.266
H 1.401 1.900 -3.114
N 5.027 3.600 5.243
C 4.738 2.316 5.092
C 3.549 1.703 5.453
C 2.701 2.512 6.202
C 3.040 3.857 6.409
C 4.212 4.352 5.934
H 5.385 1.725 4.450
H 3.300 0.704 5.299
H 1.776 2.124 6.666
H 2.411 4.449 7.074
H 4.509 5.396 6.115
N -2.622 -5.849 -5.012
C -1.568 -6.174 -4.292
C -1.292 -5.612 -3.019
C -2.258 -4.704 -2.534
C -3.410 -4.449 -3.255
C -3.510 -5.024 -4.496
H -0.908 -6.877 -4.844
H -0.363 -5.802 -2.504
H -2.125 -4.272 -1.515
H -4.084 -3.773 -2.821
H -4.407 -4.862 -5.099
N 0.351 -5.486 0.100
C 0.803 -6.716 0.167
C 0.293 -7.634 1.052
C -0.800 -7.299 1.854
C -1.339 -5.998 1.746
C -0.699 -5.166 0.830
H 1.572 -7.059 -0.487
H 0.796 -8.623 1.075
H -1.188 -8.041 2.527
H -2.210 -5.628 2.260
H -1.028 -4.112 0.757
N -2.919 5.964 -2.176
C -1.691 5.830 -2.668
C -0.565 5.637 -1.903
C -0.672 5.752 -0.520
C -1.937 5.917 -0.022
C -3.026 6.047 -0.845
H -1.712 5.815 -3.766
H 0.395 5.519 -2.416
H 0.215 5.717 0.098
H -2.028 6.116 1.068
H -4.112 6.074 -0.533
N 3.890 4.568 -0.851
C 2.842 3.769 -0.879
C 2.836 2.522 -0.203
C 3.988 2.132 0.456
C 5.059 3.000 0.444
C 4.979 4.165 -0.249
H 1.979 4.099 -1.413
H 1.960 1.967 -0.189
H 4.023 1.212 1.055
H 5.944 2.811 1.002
H 5.774 4.891 -0.347
*
```

=====

Here are the calculated F_max numbers, same order: 0.7 16.4 3.8 (eV Å⁻¹).